Entry 1:
A molecular structure, C23H31BF11I2NO4, computed with wB97M-V/def2-TZVPD.

CARTESIAN COORDINATES (ANGSTROEM)
C (3.673196, 2.315779, 3.106057)
C (2.584174, 2.362061, 2.196309)
C (1.306663, 2.731133, 1.223351)
C (1.021485, 1.485206, 0.145360)
C (0.409700, 1.981471, -1.286900)
C (-1.195745, 1.767206, -1.501266)
C (-2.115734, 2.222933, -0.180012)
C (-1.816363, 3.751979, 0.330577)
O (-2.058339, 3.953038, 1.780121)
C (-1.586368, 5.268668, 2.236570)
F (-0.261873, 5.255985, 2.902140)
F (-1.558880, 6.324543, 1.198688)
F (-2.576718, 5.735035, 3.277535)
N (-2.117441, 1.213379, 0.941319)
C (-2.201621, -0.237413, 0.514850)
B (-3.271596, -0.960953, 1.586045)
O (-4.723277, -0.561796, 1.566665)
C (-2.866219, -2.140156, 2.656994)
C (-1.621398, -3.102742, 2.197140)
C (-2.697347, -0.452462, -1.030741)
C (-3.066974, -1.988621, -1.450811)
C (-4.721553, -2.239990, -1.464161)
O (-5.597925, -1.411792, -2.040988)
I (-5.615134, -4.032726, -0.482384)
C (-1.669415, 0.320459, -2.100784)
C (-0.499229, -0.634070, -2.712644)
C (0.283747, -1.603998, -1.662662)
O (1.581037, -2.027094, -2.264870)
C (2.481960, -2.124877, -1.082985)
C (3.921733, -2.843339, -1.409498)
F (3.694473, -3.683799, -2.642333)
F (4.219381, -3.794892, -0.311314)
C (5.141110, -1.810876, -1.778377)
F (5.912507, -2.427847, -2.921351)
F (4.533224, -0.563981, -2.361574)
C (6.134240, -1.439064, -0.525811)
F (6.898910, -2.624465, 0.007036)
F (7.194161, -0.520769, -1.087014)
C (5.402738, -0.576001, 0.682031)
F (4.942262, 0.782689, 0.222331)
F (4.351173, -1.328151, 1.404812)
H (4.692247, 2.280995, 3.708938)
H (0.332971, 2.850191, 1.866941)
H (1.470119, 3.748541, 0.639583)
H (2.110323, 1.053694, -0.088779)
H (0.446397, 0.612041, 0.668793)
H (1.100068, 1.557633, -2.130255)
H (0.584016, 3.163868, -1.318973)
H (-1.499843, 2.580689, -2.324248)
H (-3.232521, 2.243337, -0.604175)
H (-2.607469, 4.457950, -0.218397)
H (-0.764994, 4.179089, 0.052530)
H (-3.004924, 1.401392, 1.499921)
H (-1.333647, 1.412716, 1.633574)
H (-1.195305, -0.819788, 0.650664)
H (-4.918049, -0.391333, 2.551835)
H (-3.820972, -2.851651, 2.743818)
H (-2.708887, -1.717655, 3.760038)
H (-1.475156, -3.967720, 2.974446)
H (-0.638492, -2.430019, 2.236923)
H (-1.767818, -3.616552, 1.145497)
H (-3.719999, 0.157859, -1.130588)
H (-2.706704, -2.324208, -2.513022)
H (-2.651024, -2.815474, -0.696616)
H (-2.390766, 0.559035, -3.024833)
H (0.284882, -0.023964, -3.375212)
H (-1.030714, -1.355356, -3.502977)
H (-0.337987, -2.597314, -1.434538)
H (0.541670, -1.141819, -0.622830)
H (1.929131, -2.823468, -0.288310)
H (2.722582, -1.084251, -0.593065)
H (6.257277, -0.347674, 1.483329)
I (-2.515134, -4.290476, -1.627462)

Force components x, y, z for each atom (eV/Å):
C -7.260 0.533 -6.686
C 6.957 0.697 5.974
C 0.098 -0.969 0.392
C 1.963 0.070 -0.017
C 0.226 1.208 0.797
C 0.188 1.061 -0.542
C -0.785 1.193 -2.197
C -0.473 1.424 -1.785
O 1.952 3.300 0.202
C -1.002 1.360 1.567
F -4.495 -0.145 -2.526
F 0.055 -3.774 3.345
F 3.587 -1.687 -3.618
N -0.385 1.078 1.216
C -0.252 -3.305 -0.636
B -2.071 -0.929 0.212
O 3.701 0.820 2.094
C -0.611 -1.143 0.300
C 0.577 0.426 0.655
C -1.309 2.566 -0.869
C -1.876 4.578 0.835
C -3.558 4.751 -2.917
O 5.731 -4.919 3.559
I -0.095 1.263 -0.145
C -1.290 -0.517 -0.399
C 0.098 -0.624 -0.837
C -0.456 -0.486 0.126
O 0.612 0.829 2.893
C -0.030 -0.916 0.528
C -1.976 -2.384 -1.559
F 0.992 2.386 3.770
F -0.257 2.996 -3.141
C 0.496 -0.494 -2.917
F -2.112 2.179 3.984
F 1.976 -3.778 2.171
C 2.259 0.607 -1.060
F -2.986 3.993 -1.671
F -3.296 -2.748 1.890
C 0.876 1.064 1.968
F 0.838 -4.600 1.007
F 2.627 2.282 -2.735
H -2.880 -0.067 -1.670
H 2.114 -0.002 -0.840
H 0.039 -2.198 1.368
H -2.439 0.843 0.555
H 0.994 1.697 -1.017
H -1.804 0.624 1.468
H -0.271 -2.533 -0.010
H 0.611 -1.729 1.846
H 2.518 -0.221 1.141
H 1.808 -1.687 1.034
H -1.874 -1.239 0.542
H 1.187 -0.134 -0.828
H -0.919 -0.479 -1.210
H -1.565 1.614 -0.208
H -0.119 -0.884 -2.102
H 1.861 1.629 -0.166
H -0.137 -0.812 -2.249
H -0.297 1.718 -1.455
H -1.865 -1.625 -0.315
H 0.242 1.248 2.012
H 2.037 -1.128 0.301
H -0.591 2.069 2.280
H -0.819 3.840 -0.068
H 1.668 -0.484 2.018
H -1.676 -1.225 1.672
H 1.160 1.539 1.802
H 1.100 2.072 -0.610
H -0.740 -0.263 -1.954
H 1.514 1.424 -1.567
H -0.621 -1.871 -1.031
H -2.092 -0.527 -1.834
I 2.618 -10.454 -2.134

Values from the calculation:
LUMO energy ... -0.0408 hartree

=====

Entry 2:
4 unconnected molecules or ions with the total composition C23H31Br3FNO11S4, computed with wB97M-V/def2-TZVPD.

CARTESIAN COORDINATES (ANGSTROEM)
C (-1.495171, 4.832776, -1.895533)
C (-1.851862, 3.436931, -2.610549)
Br (-0.096286, 2.630520, -3.210904)
C (-2.771230, 3.571397, -3.914273)
Br (-2.007492, 4.864863, -5.259017)
C (-4.316572, 3.833392, -3.612834)
C (-4.932237, 5.218187, -3.257631)
O (-4.025318, 6.305541, -3.159112)
C (-6.476089, 5.447987, -3.012068)
S (-6.988731, 7.167394, -2.662941)
O (-8.416358, 7.363051, -2.284852)
O (-6.141719, 7.651751, -1.500762)
F (-6.626303, 8.149965, -3.994459)
C (-7.377209, 4.201519, -3.131775)
Br (-9.322504, 4.354159, -2.903954)
C (-6.813180, 2.787950, -3.437483)
C (-5.286832, 2.638815, -3.673201)
C (-5.073636, 1.094606, -3.997542)
O (-4.121597, 0.484069, -4.505722)
N (-6.353609, 0.448976, -3.571520)
C (-7.529820, 1.376509, -3.592300)
O (-8.732860, 1.117824, -3.737812)
H (-2.043866, 4.973544, -0.893574)
H (-0.373757, 4.818925, -1.635010)
H (-1.655341, 5.751920, -2.546521)
H (-2.258839, 2.674698, -1.846353)
H (-2.725767, 2.550381, -4.451384)
H (-4.389278, 7.109459, -3.592531)
H (-6.278380, 0.201431, -2.570909)
C (2.643328, 2.026113, 1.819811)
C (3.314714, 1.379688, 0.607605)
C (2.513351, 1.783120, -0.630112)
S (1.766990, 3.364245, -0.250455)
O (0.332295, 3.197590, -0.202481)
O (2.398408, 4.394062, -1.045981)
C (2.377084, 3.472398, 1.422794)
H (3.270389, 1.964098, 2.711721)
H (1.698431, 1.516011, 2.033925)
H (4.341977, 1.751140, 0.518922)
H (3.366384, 0.294231, 0.706074)
H (3.152750, 1.886987, -1.507482)
H (1.711336, 1.071811, -0.836275)
H (1.639232, 3.963793, 2.056774)
H (3.302573, 4.052120, 1.403606)
C (2.968437, -4.854496, 0.764164)
C (3.779364, -4.240571, -0.378419)
C (2.939418, -3.114067, -0.984262)
S (1.888611, -2.510632, 0.332069)
O (0.514338, -2.803371, -0.004136)
O (2.322476, -1.182885, 0.718774)
C (2.430904, -3.677158, 1.567287)
H (3.579071, -5.520832, 1.382205)
H (2.137635, -5.439429, 0.355094)
H (4.714248, -3.831355, 0.017954)
H (4.041897, -4.985071, -1.133157)
H (3.563789, -2.298560, -1.351192)
H (2.297516, -3.480816, -1.786969)
H (1.597838, -3.944504, 2.216945)
H (3.223387, -3.203345, 2.147895)
C (4.041983, -6.381322, 6.445284)
C (2.849885, -7.145341, 5.864930)
C (2.637414, -6.645899, 4.434378)
S (4.239776, -6.102448, 3.851569)
O (4.192909, -4.673932, 3.640458)
O (4.713482, -7.016865, 2.836845)
C (5.120284, -6.419205, 5.370244)
H (4.391758, -6.824766, 7.379550)
H (3.752630, -5.345411, 6.649629)
H (3.075383, -8.216495, 5.851504)
H (1.949662, -7.007964, 6.467764)
H (2.265156, -7.436994, 3.782631)
H (1.959674, -5.790792, 4.405781)
H (5.896801, -5.668280, 5.513581)
H (5.566874, -7.413140, 5.295678)

Force components x, y, z for each atom (eV/Å):
C 0.809 0.110 0.526
C 0.145 1.081 0.467
Br -1.083 0.107 -0.201
C -0.640 -1.388 0.277
Br -0.636 -0.787 0.866
C -2.827 -0.103 0.497
C -0.629 -0.666 -0.260
O -2.147 -2.142 -0.703
C 2.183 -3.852 -1.853
S -1.276 2.892 6.165
O 3.269 -1.178 -2.767
O -1.254 -1.606 -4.584
F -0.372 -2.206 1.777
C 1.800 -0.500 -0.623
Br 1.942 -0.171 -0.224
C 2.135 3.274 0.104
C -1.663 2.745 0.402
C 0.920 -0.146 -0.402
O -3.357 2.353 2.035
N -0.554 0.172 -0.057
C -0.649 1.443 -0.446
O 4.629 0.551 0.779
H 0.612 -0.349 -1.644
H -1.980 0.031 -0.386
H -0.052 -1.464 0.679
H 0.456 1.230 -1.480
H -0.156 1.760 0.792
H 0.110 -0.575 0.487
H 0.180 -0.537 -0.717
C -0.056 -0.145 0.013
C 0.563 0.020 0.116
C 0.236 -0.535 -0.109
S 0.431 -0.088 0.018
O 0.167 0.244 0.269
O -0.519 0.006 0.036
C 0.089 -0.013 0.538
H -0.068 0.021 -0.058
H 0.071 0.034 -0.004
H -0.095 0.144 0.004
H 0.111 0.695 -0.088
H -0.220 0.135 -0.008
H -0.015 0.136 0.045
H -0.022 0.077 -0.204
H -0.103 -0.001 -0.086
C -0.016 -0.231 -0.017
C 0.202 -0.108 0.042
C 0.393 -0.099 -0.473
S -0.029 -0.457 0.207
O 0.153 0.414 0.050
O -0.817 -0.678 -0.121
C 0.147 -0.200 0.136
H -0.190 0.228 -0.315
H 0.026 0.052 0.036
H -0.091 -0.045 -0.005
H -0.017 0.099 0.055
H -0.224 0.037 0.024
H -0.067 0.120 0.139
H -0.031 0.214 -0.073
H -0.125 -0.025 -0.075
C -0.098 0.106 0.112
C -0.040 -0.171 0.182
C -0.552 -0.176 0.137
S 0.275 -0.436 0.333
O 0.190 -0.221 -0.085
O -0.060 0.489 -0.070
C 0.196 -0.030 0.451
H -0.015 0.060 -0.087
H 0.072 -0.069 -0.003
H -0.013 0.099 -0.009
H 0.074 -0.026 -0.089
H 0.105 0.190 -0.100
H 0.143 -0.008 -0.071
H -0.042 -0.028 -0.204
H -0.032 0.090 -0.094

Values from the calculation:
SMILES ... C[C@H](Br)[C@H](Br)c1c(O)c(S(=O)(=O)F)c(Br)c2c1C(=O)NC2=O.O=S1(=O)CCCC1.O=S1(=O)CCCC1.O=S1(=O)CCCC1
LUMO energy ... -0.0761 hartree

=====

Entry 3:
A single C23H31FN4O3 molecule, computed with wB97M-V/def2-TZVPD.

CARTESIAN COORDINATES (ANGSTROEM)
C (-3.646465, -4.527368, 1.043261)
H (-3.055119, -5.365913, 1.402589)
H (-4.401154, -4.910128, 0.360313)
H (-4.151741, -4.076212, 1.894464)
C (-2.752018, -3.509333, 0.334154)
C (-2.053549, -4.186768, -0.846631)
H (-1.410512, -3.487049, -1.374954)
H (-1.442186, -5.015510, -0.497513)
H (-2.787233, -4.576440, -1.548518)
C (-1.715773, -2.958593, 1.316743)
C (-0.862856, -1.845197, 0.751951)
O (0.269919, -1.657879, 1.178011)
C (-1.472408, -1.003869, -0.259245)
C (-2.767756, -1.211084, -0.681405)
O (-3.341243, -0.432587, -1.562602)
H (-2.647710, 0.286958, -1.823660)
C (-3.603954, -2.332425, -0.156282)
H (-4.299236, -2.643034, -0.938603)
H (-4.204895, -1.945377, 0.673815)
C (-0.699063, 0.082835, -0.820453)
N (-1.205792, 0.886082, -1.669559)
C (-0.441336, 1.970183, -2.195700)
H (0.545259, 2.041817, -1.719891)
C (-1.206826, 3.309723, -2.048945)
N (-1.084111, 4.032156, -0.815082)
C (-1.819153, 3.584029, 0.337593)
C (-1.084782, 2.546425, 1.219773)
N (0.333706, 2.536429, 0.905278)
C (1.090147, 1.758639, 1.878311)
C (2.462329, 1.404677, 1.302793)
O (3.352466, 2.225932, 1.208529)
N (2.553585, 0.112346, 0.903612)
C (3.636798, -0.544351, 0.317939)
C (4.839405, 0.086168, 0.005994)
C (5.865722, -0.631407, -0.580095)
C (5.683603, -1.973907, -0.852259)
C (4.498814, -2.622311, -0.552048)
C (3.477673, -1.901947, 0.033589)
H (2.544884, -2.386531, 0.281075)
H (4.388508, -3.671699, -0.775462)
F (6.688302, -2.675105, -1.427668)
H (6.802560, -0.156944, -0.825464)
H (4.965374, 1.132378, 0.227480)
H (1.749026, -0.493823, 1.063486)
H (1.240953, 2.322687, 2.815189)
H (0.530212, 0.849220, 2.105759)
C (0.818781, 3.901200, 0.789495)
C (0.233358, 4.543876, -0.478136)
H (0.902600, 4.375911, -1.322601)
H (0.156205, 5.628736, -0.321140)
H (0.537015, 4.489046, 1.681268)
H (1.906614, 3.883875, 0.727699)
H (-1.257945, 2.796274, 2.282966)
H (-1.475837, 1.539780, 1.045876)
H (-2.777192, 3.179251, 0.007470)
H (-2.022717, 4.475375, 0.943183)
H (-0.856739, 3.979196, -2.840751)
H (-2.269210, 3.114785, -2.219163)
H (-0.311678, 1.784247, -3.267400)
H (0.333889, 0.177912, -0.485370)
H (-1.053011, -3.749507, 1.673441)
H (-2.226509, -2.545835, 2.193514)

Force components x, y, z for each atom (eV/Å):
C 0.150 0.225 -0.109
H 0.059 -0.119 0.050
H -0.109 -0.072 -0.074
H -0.075 0.042 0.113
C -0.098 -0.034 0.061
C -0.062 0.105 0.135
H 0.088 0.000 -0.119
H 0.079 -0.106 0.027
H -0.072 -0.056 -0.099
C 0.082 -0.130 -0.024
C -0.452 -0.134 -0.018
O 0.144 -0.027 0.069
C 0.037 0.162 -0.116
C -0.051 0.024 0.047
O -0.032 -0.228 0.135
H 0.115 0.021 0.068
C 0.053 -0.064 -0.048
H -0.011 0.021 -0.006
H -0.036 0.034 -0.007
C 0.212 -0.038 -0.047
N -0.449 -0.423 0.265
C 0.144 0.664 -0.340
H -0.069 -0.038 -0.084
C 0.314 -0.213 -0.203
N 0.004 -0.083 0.102
C -0.024 0.097 0.138
C -0.138 -0.109 -0.013
N 0.125 -0.032 0.032
C 0.090 0.137 -0.024
C -0.420 -0.175 0.230
O 0.244 0.232 -0.023
N -0.419 -0.277 0.152
C 0.440 -0.098 -0.232
C -0.105 0.132 0.078
C 0.042 -0.409 -0.123
C -0.049 0.090 0.038
C 0.264 0.054 -0.094
C 0.019 0.176 0.041
H -0.101 -0.063 0.029
H 0.002 -0.099 -0.025
F -0.060 0.037 0.036
H 0.100 0.031 -0.031
H -0.003 0.012 0.001
H 0.044 0.261 0.022
H -0.007 -0.104 -0.054
H -0.005 0.021 0.016
C 0.081 0.145 -0.201
C -0.109 0.239 0.112
H 0.018 0.006 0.009
H 0.195 -0.038 -0.030
H 0.034 -0.039 0.015
H -0.103 0.091 0.082
H 0.030 -0.024 -0.046
H -0.053 0.063 0.108
H -0.026 0.055 0.064
H -0.104 -0.112 0.057
H -0.073 -0.076 -0.061
H 0.029 0.013 -0.117
H 0.069 0.051 0.032
H 0.000 0.129 -0.062
H 0.019 0.042 0.017
H -0.012 0.012 0.051

Values from the calculation:
SMILES ... CC1(C)CC(=O)C(/C=N/CCN2CCN(CC(=O)Nc3ccc(F)cc3)CC2)=C(O)C1
Relative energy (zero: lowest compared OMol25 entry of this formula, charge and spin) ... 0.111 eV
LUMO energy ... 0.0125 hartree